Computed, not measured: C33H35IrN3O2Si as an isolated structure at a distorted geometry, with ωB97M-V with the def2-TZVPD basis set.

Structure (XYZ):
```
75
C33H35IrN3O2Si, DFT ωB97M-V with the def2-TZVPD basis set
Ir -0.523 0.979 1.811
C 1.933 0.100 4.007
C 0.512 0.501 3.760
C 0.125 1.881 3.792
C -1.225 2.247 3.817
C -1.583 3.694 3.923
C -2.229 1.247 3.757
C -1.893 -0.090 3.649
C -2.942 -1.154 3.568
C -0.511 -0.452 3.617
H 2.079 -0.012 5.084
H 2.625 0.857 3.646
H 2.174 -0.844 3.523
H 0.893 2.633 3.911
H -1.758 3.931 4.975
H -2.492 3.921 3.369
H -0.777 4.327 3.557
H -3.270 1.545 3.771
H -3.265 -1.420 4.577
H -2.560 -2.058 3.096
H -3.816 -0.809 3.017
H -0.237 -1.499 3.587
C 2.612 -2.953 -3.763
O 1.495 -3.417 -4.505
C 0.423 -2.601 -4.609
C 0.416 -1.267 -4.199
C -0.759 -0.537 -4.243
C -1.931 -1.118 -4.715
C -1.877 -2.405 -5.257
C -0.721 -3.152 -5.189
N -3.214 -0.504 -4.743
N -3.493 0.511 -4.086
C -3.031 0.849 -2.794
C -3.200 2.172 -2.460
C -2.684 2.758 -1.290
C -2.017 1.972 -0.388
O -1.451 2.410 0.734
C -1.976 0.567 -0.638
N -1.403 -0.160 0.374
C -1.368 -1.477 0.284
C -1.935 -2.151 -0.801
C -2.476 -1.441 -1.837
C -2.481 -0.028 -1.807
H 3.257 -3.815 -3.621
H 2.303 -2.563 -2.789
H 3.157 -2.181 -4.311
H 1.327 -0.788 -3.870
H -0.753 0.500 -3.937
H -2.774 -2.807 -5.712
H -0.672 -4.157 -5.584
H -3.731 2.784 -3.178
H -2.807 3.815 -1.099
H -0.908 -2.007 1.106
H -1.932 -3.232 -0.809
H -2.907 -1.970 -2.671
C 1.031 1.137 -1.365
Si 1.368 1.383 0.463
C 1.947 3.135 0.786
C 2.718 0.147 0.895
C 2.460 -1.225 0.815
C 3.439 -2.165 1.096
C 4.711 -1.746 1.465
C 4.995 -0.390 1.539
C 4.006 0.543 1.255
H 1.970 1.349 -1.884
H 0.269 1.806 -1.768
H 0.743 0.110 -1.598
H 2.763 3.402 0.110
H 2.301 3.278 1.809
H 1.124 3.831 0.609
H 1.471 -1.569 0.522
H 3.217 -3.223 1.025
H 5.480 -2.475 1.687
H 5.989 -0.060 1.813
H 4.250 1.598 1.320
```

Summary:
energy above the lowest of the compared OMol25 structures with the same formula, charge and spin: 20.06 kJ/mol
net charge: +1
Kohn-Sham gap: 6.1 eV